Here is a 2-piece molecular cluster, H2NO3S overall from the Open Molecules 2025 dataset. Energies are from the ωB97M-V functional and the def2-TZVPD basis.

```
! RIJCOSX wB97M-V def2-TZVPD def2/J DEFGRID3
* xyz -1 1
N -0.35 -1.24 0.39
O 1.60 1.24 1.16
O 0.30 1.65 -0.83
O -0.61 -1.17 -1.07
S 0.24 1.16 0.60
H -1.29 -1.16 0.85
H 0.12 -0.49 -1.09
*
```

The HOMO energy (spin up / spin down) is -2.96 / -2.94 eV. Its HOMO-LUMO gap (spin up / spin down) is 6.94 / 6.93 eV. The calculation puts the LUMO energy (spin up / spin down) at 3.98 / 3.99 eV.

Here are the Mulliken charges for atoms 1 to 2, given in e: -0.61 -0.52



Here is C20H55N5O5 as an isolated structure from the Open Molecules 2025 dataset. Energies are from the ωB97M-V functional and the def2-TZVPD basis.

```
! RIJCOSX wB97M-V def2-TZVPD def2/J DEFGRID3
* xyz 0 1
C -3.94 3.29 -0.51
C -4.26 2.60 0.77
C -4.78 1.17 0.43
O -4.76 0.33 1.55
C -5.24 -0.97 1.18
N -2.99 2.49 1.49
H -3.31 2.61 -1.08
H -3.39 4.23 -0.38
H -4.77 3.37 -1.20
H -4.98 3.17 1.37
H -4.14 0.74 -0.35
H -5.79 1.33 0.05
H -4.40 -1.42 0.65
H -6.18 -1.06 0.64
H -5.36 -1.49 2.13
H -3.20 1.72 2.11
H -2.32 2.11 0.84
C 3.83 1.07 1.91
C 3.23 -0.37 2.04
C 4.15 -1.40 1.35
O 3.69 -1.52 0.04
C 4.53 -2.13 -0.91
N 3.12 -0.70 3.47
H 3.17 1.92 2.05
H 4.32 1.29 0.96
H 4.69 1.18 2.56
H 2.22 -0.49 1.64
H 4.04 -2.31 1.94
H 5.13 -0.95 1.45
H 4.12 -2.10 -1.91
H 4.61 -3.15 -0.54
H 5.57 -1.79 -0.84
H 4.07 -0.78 3.81
H 2.75 0.16 3.84
C -0.26 3.95 1.21
C 0.48 2.75 1.98
C -0.35 2.32 3.19
O 0.40 1.51 4.06
C 1.34 2.27 4.89
N 0.79 1.64 1.05
H -0.62 4.79 1.81
H -1.10 3.62 0.59
H 0.46 4.45 0.56
H 1.53 2.87 2.26
H -1.11 1.67 2.75
H -0.88 3.14 3.66
H 1.42 3.33 4.68
H 2.22 1.64 5.04
H 0.96 2.31 5.91
H -0.08 1.19 0.83
H 1.22 0.90 1.59
C 1.00 -1.61 -4.70
C 0.33 -2.94 -5.06
C -0.24 -3.69 -3.78
O 0.81 -4.08 -2.86
C 0.40 -4.85 -1.72
N -0.63 -2.60 -6.10
H 0.17 -0.96 -4.39
H 1.54 -1.14 -5.52
H 1.65 -1.61 -3.83
H 1.11 -3.53 -5.53
H -0.88 -4.55 -3.98
H -0.83 -2.95 -3.24
H -0.64 -5.16 -1.78
H 0.53 -4.17 -0.88
H 0.97 -5.73 -1.45
H -1.12 -3.38 -6.53
H -1.32 -2.08 -5.59
C -1.89 -0.58 -0.19
C -0.94 0.57 0.09
C 0.39 0.36 -0.76
O 1.09 -0.84 -0.41
C 1.94 -1.40 -1.41
N -1.59 1.76 -0.34
H -1.45 -1.51 0.18
H -1.97 -0.71 -1.26
H -2.87 -0.66 0.29
H -0.67 0.72 1.13
H 1.08 1.20 -0.62
H 0.23 0.21 -1.83
H 2.99 -1.16 -1.22
H 1.77 -1.13 -2.45
H 1.85 -2.46 -1.17
H -1.04 2.61 -0.35
H -1.66 1.62 -1.34
*
```

The HOMO energy is -8.03 eV. Its HOMO-LUMO gap is 8.71 eV. The calculation puts the LUMO energy at 0.68 eV.

Here are the Mulliken charges for atoms 1 to 2, given in e: -1.37 0.12



Here is C30H35F6N3O4RhS2SbSi3 as an isolated structure from the Open Molecules 2025 dataset. Energies are from the ωB97M-V functional and the def2-TZVPD basis.

```
! RIJCOSX wB97M-V def2-TZVPD def2/J DEFGRID3
* xyz -1 2
Rh -0.98 0.42 -0.02
C -1.63 -3.34 3.26
Si -1.56 -1.62 2.49
C -3.36 -1.08 2.56
C -0.52 -0.62 3.71
C -0.79 -1.57 0.73
Si -1.56 -2.91 -0.45
C -3.43 -2.92 -0.39
C -0.99 -3.01 -2.23
C -1.04 -4.60 0.23
Si 1.09 -1.91 0.80
C 1.66 -2.97 2.24
C 1.89 -2.60 -0.73
C 1.83 -0.20 1.00
C 3.12 0.07 1.44
C 3.60 1.37 1.41
C 2.77 2.38 0.95
C 1.49 2.05 0.54
N 1.04 0.79 0.56
H -1.88 -3.16 4.31
H -0.71 -3.92 3.23
H -2.45 -3.94 2.85
H -3.49 -0.18 3.16
H -3.95 -1.87 3.01
H -3.77 -0.88 1.57
H -1.12 0.16 4.19
H 0.35 -0.12 3.26
H -0.15 -1.28 4.50
H -3.88 -1.99 -0.72
H -3.81 -3.15 0.61
H -3.78 -3.71 -1.07
H -0.24 -2.28 -2.52
H -1.84 -2.84 -2.89
H -0.60 -4.01 -2.42
H -1.48 -4.88 1.18
H 0.05 -4.72 0.31
H -1.37 -5.32 -0.52
H 1.33 -4.00 2.12
H 1.34 -2.62 3.22
H 2.75 -2.98 2.22
H 1.54 -3.59 -1.01
H 2.96 -2.67 -0.52
H 1.78 -1.93 -1.58
H 3.76 -0.74 1.76
H 4.61 1.59 1.70
H 3.10 3.40 0.87
H 0.81 2.81 0.17
S -1.47 1.67 1.72
C -3.17 2.04 1.59
C -3.79 2.80 2.58
C -5.14 3.10 2.50
C -5.76 3.88 3.53
N -6.23 4.50 4.37
C -5.88 2.62 1.40
C -5.27 1.87 0.42
C -3.90 1.56 0.50
S -3.14 0.61 -0.73
C -7.28 2.92 1.29
N -8.40 3.16 1.20
H -3.21 3.16 3.42
H -5.84 1.51 -0.42
F 2.76 0.31 -1.83
Sb 4.43 1.00 -2.44
F 3.60 1.54 -4.05
F 4.85 -0.69 -3.16
F 6.08 1.71 -3.01
F 5.22 0.48 -0.79
F 3.96 2.67 -1.66
O -1.32 -0.19 -4.02
C -0.92 0.42 -3.05
O -0.67 -0.18 -1.90
C -0.71 1.90 -3.07
C -1.61 2.69 -3.76
C -1.50 4.09 -3.75
C -0.45 4.62 -3.04
O -0.13 5.94 -2.86
C 1.15 5.93 -2.24
O 1.37 4.62 -1.72
C 0.46 3.82 -2.37
C 0.37 2.46 -2.37
H -2.41 2.21 -4.31
H -2.20 4.72 -4.28
H 1.17 6.64 -1.42
H 1.92 6.16 -2.99
H 1.12 1.83 -1.91
*
```

The HOMO energy (spin up / spin down) is -6.25 / -6.24 eV. Its HOMO-LUMO gap (spin up / spin down) is 6.70 / 5.63 eV. The expectation value of S² is 0.763. The calculation puts the LUMO energy (spin up / spin down) at 0.45 / -0.61 eV.

Here are the Mulliken charges for atoms 1 to 2, given in e: -0.28 -1.54



Here is an isolated molecule of C2H8Br2Si3 from the Open Molecules 2025 dataset. Energies are from the ωB97M-V functional and the def2-TZVPD basis.

```
! RIJCOSX wB97M-V def2-TZVPD def2/J DEFGRID3
* xyz 0 1
C 1.91 -1.20 0.16
C -1.17 -0.31 0.76
Si 0.65 -0.68 1.37
Si 0.20 1.50 -1.97
Si -1.48 1.09 -0.42
Br -0.67 0.31 -3.68
Br -1.52 3.08 0.78
H 2.36 -2.16 0.29
H 2.45 -0.58 -0.56
H -1.38 -1.20 0.24
H -1.91 -0.29 1.50
H 0.66 -1.63 2.51
H 1.19 0.52 1.87
H 1.53 0.88 -1.70
H -2.81 0.69 -1.15
*
```

The HOMO energy (spin up / spin down) is -9.27 / -8.39 eV. Its HOMO-LUMO gap (spin up / spin down) is 7.54 / 7.44 eV. The calculation puts the LUMO energy (spin up / spin down) at -1.73 / -0.95 eV.

Here are the Mulliken charges for atoms 1 to 2, given in e: -0.76 -0.87



Here is an isolated ion of composition C11H13ClP and charge +1 from the Open Molecules 2025 dataset. Energies are from the ωB97M-V functional and the def2-TZVPD basis.

```
! RIJCOSX wB97M-V def2-TZVPD def2/J DEFGRID3
* xyz 1 3
C 0.49 1.98 2.04
C 0.14 2.95 1.10
C 0.37 0.65 1.71
C -0.38 2.61 -0.11
C 0.03 0.35 0.44
C -0.35 1.28 -0.53
C 0.76 -2.18 0.99
C 0.28 -1.09 -0.07
C -0.90 -1.59 -0.76
C -2.09 -0.90 -0.77
C 1.41 -0.98 -1.12
P -1.67 1.03 -1.78
Cl -0.88 0.81 -3.58
H 0.79 2.10 3.09
H 0.25 3.93 1.39
H 0.53 0.00 2.47
H -0.62 3.32 -0.80
H 1.85 -2.04 0.99
H 0.63 -3.18 0.45
H -0.88 -2.29 -1.52
H 0.15 -2.10 1.84
H -2.79 -1.39 -1.37
H -2.36 -0.30 0.08
H 2.38 -0.78 -0.64
H 1.43 -0.19 -1.90
H 1.44 -2.01 -1.64
*
```

The HOMO energy (spin up / spin down) is -11.58 / -13.37 eV. Its HOMO-LUMO gap (spin up / spin down) is 7.83 / 5.18 eV. The expectation value of S² is 2.017. The calculation puts the LUMO energy (spin up / spin down) at -3.76 / -8.18 eV.

Here are the Mulliken charges for atoms 1 to 2, given in e: -0.61 -1.00



Here is a 10-piece molecular cluster, ClH18O9 overall from the Open Molecules 2025 dataset. Energies are from the ωB97M-V functional and the def2-TZVPD basis.

```
! RIJCOSX wB97M-V def2-TZVPD def2/J DEFGRID3
* xyz -1 1
Cl -0.15 0.04 -0.11
O -2.31 1.50 2.17
H -1.57 0.95 1.89
H -3.09 1.02 1.85
O -3.25 1.54 -1.38
H -2.38 1.23 -1.07
H -3.61 0.77 -1.84
O -0.11 3.38 -0.69
H 0.74 3.33 -1.14
H -0.29 2.46 -0.43
O -0.74 -0.74 -3.32
H -0.65 -0.17 -2.54
H -0.53 -1.61 -2.97
O 2.63 0.88 1.58
H 1.88 0.82 0.95
H 2.43 1.67 2.09
O 2.98 0.32 -1.55
H 3.44 0.10 -0.73
H 2.04 0.25 -1.30
O -2.19 -2.20 1.53
H -1.36 -1.83 1.18
H -2.20 -1.89 2.45
O 1.25 -1.70 2.47
H 2.04 -1.19 2.70
H 0.85 -1.12 1.81
O 1.64 -2.79 -0.97
H 0.91 -2.23 -0.69
H 1.60 -2.79 -1.93
*
```

The HOMO energy is -7.47 eV. Its HOMO-LUMO gap is 10.54 eV. The calculation puts the LUMO energy at 3.07 eV.

Here are the Mulliken charges for atoms 1 to 2, given in e: -0.92 -0.63



Here is C15H26N2Zn as an isolated structure from the Open Molecules 2025 dataset. Energies are from the ωB97M-V functional and the def2-TZVPD basis.

```
! RIJCOSX wB97M-V def2-TZVPD def2/J DEFGRID3
* xyz 2 1
C 4.79 1.54 1.16
C 3.81 1.59 -0.16
C 3.55 0.13 -0.88
C 3.69 -1.16 0.12
C 2.49 -2.24 -0.33
C 1.21 -1.87 0.68
C -0.22 -2.45 0.15
C -1.17 -1.14 -0.19
C -2.79 -1.50 -0.05
C -3.68 -0.31 0.63
C -3.98 0.98 -0.34
C -4.96 2.01 0.55
C -4.66 0.54 -1.78
N -5.30 0.44 -2.90
C -2.64 1.88 -0.72
C -2.18 1.54 -2.27
N -1.82 0.96 -3.40
H 5.59 0.67 1.14
H 5.29 2.61 1.30
H 4.10 1.32 2.09
H 4.34 2.27 -0.98
H 2.76 2.07 0.13
H 4.30 0.03 -1.79
H 2.47 0.19 -1.37
H 3.47 -0.92 1.26
H 4.74 -1.69 0.11
H 2.88 -3.34 -0.19
H 2.26 -1.99 -1.46
H 1.47 -2.28 1.75
H 1.25 -0.68 0.78
H -0.12 -3.19 -0.76
H -0.73 -3.01 1.07
H -1.03 -0.85 -1.34
H -0.90 -0.20 0.47
H -3.24 -1.93 -1.06
H -2.83 -2.42 0.71
H -4.72 -0.79 0.95
H -3.20 0.10 1.65
H -5.53 2.78 -0.11
H -5.65 1.29 1.18
H -4.21 2.54 1.31
H -2.96 3.03 -0.71
H -1.78 1.76 0.07
Zn 5.85 1.74 3.50
*
```

The HOMO energy is -14.78 eV. Its HOMO-LUMO gap is 1.58 eV. The calculation puts the LUMO energy at -13.21 eV.

Here are the Mulliken charges for atoms 1 to 2, given in e: -0.95 -0.51



Here is an isolated ion of composition C9H11N4 and charge +1 from the Open Molecules 2025 dataset. Energies are from the ωB97M-V functional and the def2-TZVPD basis.

```
! RIJCOSX wB97M-V def2-TZVPD def2/J DEFGRID3
* xyz 1 1
N 0.60 3.10 -1.19
C 0.58 2.08 -0.66
C 0.40 0.84 0.11
N 1.43 -0.12 -0.44
C 2.62 -0.40 0.09
N 3.25 -1.53 -0.36
N 3.20 0.00 1.26
C -1.00 0.31 0.07
C -1.80 0.17 1.25
C -3.19 -0.26 1.10
C -3.69 -0.29 -0.15
C -2.89 -0.23 -1.30
C -1.55 0.03 -1.20
H 0.87 0.86 1.10
H 0.94 -0.81 -1.02
H 4.23 -1.66 -0.16
H 3.01 -1.99 -1.27
H 4.18 0.07 1.33
H 2.73 0.77 1.70
H -1.54 0.39 2.26
H -3.57 -0.38 2.06
H -4.57 -0.80 -0.30
H -3.35 -0.38 -2.21
H -0.90 0.23 -2.06
*
```

The HOMO energy is -12.81 eV. Its HOMO-LUMO gap is 9.45 eV. The calculation puts the LUMO energy at -3.36 eV.

Here are the Mulliken charges for atoms 1 to 2, given in e: -0.38 0.29



| no. | maximum force (eV/A) |
| --- | --- |
| 1 | 2.40 |
| 2 | 7.58 |
| 3 | 0.72 |
| 4 | 2.32 |
| 5 | 4.22 |
| 6 | 0.27 |
| 7 | 12.28 |
| 8 | 5.13 |